Density functional theory data (the ωB97M-V functional and the def2-TZVPD basis) for 2 unconnected molecules or ions with the total composition C9H14O2 at a distorted geometry.

Output
- SMILES = Cc1ccc(O)cc1.CCO
- max |F| (eV/A) = 4.3
- E (eV) = -13652.5424
- LUMO energy (eV) = 0.87
- highest occupied orbital energy (eV) = -8.4885
- relative energy (zero: lowest compared OMol25 entry of this formula, charge and spin) (kcal per mole) = 71.81
- frontier orbital gap (eV) = 9.36

The geometry in ORCA input format:
```
! RIJCOSX wB97M-V def2-TZVPD def2/J DEFGRID3
* xyz 0 1
C -3.69 0.36 0.39
C -2.28 0.49 0.82
C -1.56 -0.49 1.48
C -0.20 -0.40 1.75
C 0.54 0.60 1.07
O 1.89 0.82 1.44
C -0.16 1.58 0.25
C -1.55 1.56 0.33
H -3.81 0.57 -0.61
H -4.45 0.95 1.01
H -4.08 -0.74 0.44
H -2.25 -1.42 1.67
H 0.47 -0.89 2.43
H 2.00 0.17 2.09
H 0.33 2.48 -0.19
H -2.20 2.42 -0.07
C 1.87 -0.23 -1.95
C 2.87 -1.04 -1.18
O 2.71 -2.37 -1.28
H 2.24 0.68 -2.36
H 0.97 0.00 -1.25
H 1.35 -0.68 -2.83
H 3.90 -0.79 -1.44
H 2.94 -1.00 -0.03
H 2.15 -2.63 -1.98
*
```